[1]
C36H72IO18S9Sn as an isolated structure at a distorted geometry. Source: OMol25; level of theory: the ωB97M-V functional and the def2-TZVPD basis.

Geometry as XYZ:
```
137
Properties=species:S:1:pos:R:3:mulliken_charge:R:1
C 17.40777 19.69339 12.45332 -0.67
S 10.68998 10.86575 16.17624 1.25
O 13.83695 18.48862 12.61410 -0.77
C 11.50304 18.71357 15.89705 -0.26
Sn 12.30017 16.29185 12.36458 1.62
C 15.81781 13.67824 19.35557 -0.71
H 10.98742 18.04311 16.61094 0.44
H 17.13030 16.69475 10.08098 0.00
H 12.72142 10.69647 6.99822 0.42
C 15.95368 19.82978 11.96921 -0.87
H 17.49119 14.38154 18.17780 0.32
S 16.24430 13.03789 16.77215 1.18
O 10.40628 15.14248 12.43688 -0.48
H 13.07026 11.93745 9.04962 -0.06
H 8.96406 9.62884 15.14546 0.17
H 8.59580 15.49654 14.61863 0.02
C 15.99884 9.81276 13.45592 -0.85
C 9.14168 9.95315 16.15300 -0.69
C 10.33805 20.31911 14.09055 -0.85
O 13.56007 9.92683 10.48667 -0.55
O 9.17176 18.21209 14.60643 -0.69
C 15.80718 9.37616 12.01614 -0.78
C 10.88306 8.37680 17.03167 -0.79
H 9.52191 7.23274 9.28601 0.32
H 11.95374 10.18016 17.97872 0.53
H 13.74307 13.38015 16.57753 -0.34
H 7.19681 8.45112 10.97370 0.41
H 13.12042 11.36044 12.73575 -0.46
H 18.43636 15.81541 9.35186 0.44
I 13.11350 15.49056 14.86671 -0.40
H 12.95436 9.95539 13.84776 -0.05
C 9.25507 13.47502 14.27577 -0.34
H 16.62820 16.15557 7.57553 0.43
C 10.21901 12.78425 7.89557 0.19
H 12.67109 9.54820 16.53456 0.12
C 10.29939 8.18156 11.15454 -0.56
O 16.65792 11.72712 16.36644 -0.68
C 10.79547 11.75057 6.95517 -0.70
O 8.41544 10.21004 12.32845 -0.71
O 15.00226 15.69579 11.70136 -0.07
O 13.44886 8.14289 12.17962 -0.74
C 9.23346 7.52999 10.30912 -0.71
H 16.46123 18.26879 14.84398 0.47
H 9.95498 8.12453 12.16303 0.27
H 9.21992 9.24694 18.18387 0.25
H 8.79513 7.98092 17.00350 0.44
H 17.51602 20.24773 13.40669 0.31
H 9.86604 12.45606 8.83116 -0.56
H 8.92163 6.57911 10.76375 0.39
H 11.28772 7.64389 11.04518 0.36
C 11.52744 20.22292 16.20739 -0.73
O 16.39487 14.17745 15.92658 -0.51
O 12.04660 14.79148 7.20628 -0.70
S 13.98718 9.44709 11.81298 1.19
H 14.70653 14.92184 17.94323 0.24
S 15.25801 14.69926 10.66936 0.62
H 17.27950 17.51880 12.08818 -0.54
H 15.79804 9.01512 14.14252 0.35
C 10.30748 20.89565 15.48611 -0.61
H 15.70535 19.40100 10.98194 0.28
H 7.35864 14.39724 14.98716 0.42
H 16.06008 14.48606 20.06891 0.38
H 8.88176 12.41656 14.24754 -0.08
H 7.41206 15.54009 12.52146 0.27
H 15.81743 16.91894 13.79932 -0.01
H 6.52637 14.07139 12.75298 0.43
H 8.10630 12.75277 11.71372 -0.03
O 14.67927 13.36672 10.71243 -0.41
C 11.70389 9.70316 17.08121 -0.72
O 10.81924 12.61941 12.15166 0.52
H 12.72072 12.22082 6.07809 0.45
H 10.59484 21.98583 15.55953 0.33
C 8.40134 13.76392 11.80871 -0.39
C 7.53841 14.51395 12.84999 -0.74
S 11.75212 13.81376 8.27319 0.70
H 15.32755 11.81073 13.23308 -0.05
H 18.13753 19.98929 11.71638 0.43
C 14.52654 13.97769 18.47132 -0.79
H 8.55116 14.29201 10.83619 0.51
H 9.33508 20.67525 15.85920 0.36
H 9.91440 13.61101 15.09420 0.66
S 10.00485 13.71013 12.61224 0.18
H 17.29475 13.61098 10.08031 0.41
C 14.97922 10.92844 13.75312 0.12
H 12.48999 20.60144 15.85264 0.27
O 11.71094 14.38924 9.60276 -0.10
H 14.74090 16.46673 9.19455 0.35
C 17.01654 14.52969 10.54473 -0.96
C 16.94101 13.42958 18.35596 -0.71
H 11.06131 10.22312 11.46453 -1.11
C 15.00811 15.46378 9.01326 -0.26
C 12.33188 11.72512 6.91086 -1.18
H 10.38724 11.81764 5.95000 0.36
O 11.21776 17.98687 13.29749 -0.58
H 16.22825 10.10092 11.32160 0.31
C 8.18362 14.52870 14.25116 -0.67
C 9.42937 8.82626 17.15624 -0.71
H 15.54622 20.83846 11.87511 0.48
H 18.35330 17.89906 13.46704 0.49
H 13.55310 14.00859 18.97416 0.40
C 13.61902 10.52990 13.15165 0.90
H 14.27223 12.00591 17.56227 0.29
S 15.06056 19.04964 13.24290 1.12
H 14.93890 11.29808 14.75637 -0.27
C 16.44473 15.43607 8.41099 -0.74
H 11.20264 20.58962 13.50032 0.36
C 17.49661 18.20198 12.89044 0.14
O 14.81691 20.02808 14.29903 -0.75
C 16.26505 17.94349 13.82360 -0.53
H 17.69774 12.64793 18.58172 0.37
H 16.20550 8.35596 11.86934 0.43
H 9.45107 20.55885 13.45619 0.43
H 7.50764 8.68575 9.34205 0.43
H 11.45047 20.42680 17.27908 0.36
H 17.04000 10.11381 13.60614 0.43
C 14.51303 13.02233 17.33463 0.15
C 12.94761 12.44990 8.07200 0.28
C 8.00740 8.55661 10.27215 -0.98
H 10.82832 9.77297 9.72942 0.29
H 10.59739 10.79340 7.42431 0.30
H 16.69599 14.44014 8.03008 0.28
S 8.72184 10.12019 10.90481 1.26
H 11.09656 7.90589 16.07275 0.27
S 10.48095 18.64798 14.35099 1.00
H 8.43361 10.67326 16.50508 0.45
C 10.45308 9.65996 10.76593 0.94
O 11.31255 10.98289 14.86571 -0.14
O 10.41423 12.04151 16.95792 -0.78
H 13.87608 13.03814 7.85028 0.32
H 15.58011 12.81789 19.94352 0.32
H 12.45210 18.27362 15.65916 -0.03
H 11.23046 7.65240 17.70945 0.48
O 8.35619 11.31018 10.12372 -0.80
H 9.47690 13.40206 7.38575 0.58
H 14.29668 14.87402 8.46658 -0.19
H 17.36332 14.53972 11.59293 0.45
C 17.39743 15.73344 9.66008 -0.38
```

Strongest force on any atom = 0.07300 Eh/bohr
Energy = -6864.6319 a.u.
Frontier orbital gap = 9.070 eV
Charge = +1
E_HOMO = -10.4354 eV

---

[2]
C43H36N3O2P2V as an isolated structure. Source: OMol25; level of theory: the ωB97M-V functional and the def2-TZVPD basis.

Geometry as XYZ:
```
87
Properties=species:S:1:pos:R:3:lowdin_spin:R:1
C 2.33824 1.14828 -1.91216 0.00
N 1.29545 -0.89034 1.99196 0.01
C -3.14677 -0.44985 0.56741 0.01
N -2.37404 0.66245 0.52451 0.01
H 3.88765 3.05766 0.75372 0.00
C 0.93510 -2.18142 2.17337 0.01
C 1.31976 2.67989 2.93846 0.01
H -3.92937 -3.16645 0.34129 0.00
H 2.15066 -4.58146 -3.89650 0.00
C 1.08436 0.51034 -2.53537 0.01
C 3.39214 3.03440 4.09417 0.00
H -0.79833 3.30046 -1.87816 0.00
H -0.76085 6.98790 1.40246 0.00
C -4.29068 1.93205 -0.12804 0.00
C 3.41824 -1.38112 2.98408 0.00
C 2.48471 -2.38011 -0.75141 0.00
H -2.12519 5.32426 -2.29683 0.00
V -0.22964 0.23945 0.85686 2.77
C 3.05160 -2.70786 3.15369 0.01
H 2.95864 3.02151 -0.98810 0.00
C 2.04128 2.49364 -1.24716 0.00
C 1.45117 -2.13856 -1.65241 0.00
H 1.52733 3.13753 -1.96250 0.00
H -4.74341 -2.23770 -3.47628 0.00
C 2.51304 -0.51459 2.40336 0.01
C -2.14079 -4.06299 1.02394 0.01
C -0.42510 -2.56086 1.71606 0.01
C -0.00786 3.99649 0.00392 0.00
C -4.48993 -0.41988 0.23555 0.00
P 0.94236 2.44982 0.23512 0.04
C 2.24874 -3.96323 -3.01431 0.00
C 4.05090 3.12003 2.87758 0.00
H 0.35031 1.28356 -2.77235 0.00
C 3.34501 2.99436 1.68672 0.00
O -1.87354 -6.39580 0.96369 0.00
H -0.26535 -4.73752 1.73204 0.00
H -4.70387 2.89760 -0.38224 0.00
C -1.53731 5.24560 -1.39165 0.00
C -2.96232 -2.96933 0.78351 0.00
C -2.55869 -5.47423 0.51367 0.00
H 1.47141 -4.13241 2.86948 0.00
C -1.23576 -1.22300 -2.19381 0.00
C 3.26737 -4.20654 -2.10145 0.00
C -0.77262 6.17852 0.68470 0.00
H -1.08063 -3.27316 -1.54998 0.00
H -3.93887 0.08228 -3.77035 0.00
H 4.18845 -3.58484 -0.26657 0.00
H 3.96335 -5.01710 -2.27121 0.00
H 3.07577 1.32092 -2.69706 0.00
H 0.56033 -2.75560 -3.51544 0.00
N -1.20322 -1.51627 1.40483 0.00
C 1.97110 2.77318 1.70528 0.01
H -2.12498 7.17131 -0.64860 0.00
O -3.47544 -5.41434 -0.32463 0.00
C -2.95767 -2.89869 -2.49227 0.00
C -2.95292 1.82220 0.20285 0.01
H -5.07481 -1.32719 0.26756 0.00
C -2.45388 -1.70025 0.96508 0.01
H 2.81591 0.45936 -1.20793 0.00
C -2.06016 -0.28116 -2.81293 0.00
H 3.73150 -3.41872 3.60370 0.00
C -3.31239 -0.65055 -3.27794 0.00
H 1.49983 2.75314 5.07067 0.00
C -1.53590 6.28245 -0.46653 0.00
C -0.86914 -3.85797 1.54854 0.00
C 3.39030 -3.40810 -0.97607 0.00
H -1.73463 0.74481 -2.93979 0.00
H 5.11921 3.28895 2.84998 0.00
C 2.02019 2.81930 4.12446 0.00
C -1.69811 -2.52862 -2.03918 0.00
H -3.29875 -3.91292 -2.31734 0.00
C -3.76262 -1.95633 -3.11513 0.00
H 4.38585 -1.01360 3.29411 0.00
H -2.31494 2.69477 0.20953 0.00
H 3.94453 3.13584 5.01871 0.00
C 1.79315 -3.10910 2.74349 0.00
C -5.06946 0.78563 -0.12302 0.01
C -0.00829 5.04187 0.92099 0.00
H 2.77391 0.52398 2.25012 0.00
H 1.32031 -0.00162 -3.46937 0.00
H 2.59938 -1.75994 0.12641 0.00
H -6.11811 0.82895 -0.38523 0.00
C -0.78244 4.10992 -1.15408 0.00
C 1.35061 -2.93243 -2.79681 0.00
H 0.24739 2.50282 2.97281 0.00
H 0.59448 4.98359 1.81690 0.00
P 0.32774 -0.72737 -1.40913 0.02
```

Strongest force on any atom = 0.00471 Eh/bohr
Multiplicity = 4
Energy = -3601.5660 a.u.
⟨S²⟩ = 3.763
Frontier orbital gap (alpha / beta) = 6.532 / 6.600 eV
Charge = +1
E_HOMO (alpha / beta) = -10.0682 / -10.0638 eV
ΔE to the lowest compared entry with this formula, charge and spin = 0.00 kJ/mol